Entry 1:
The following is a DFT calculation (wB97M-V/def2-TZVPD) of a cluster of 40 separate species, H80O40 in total at a distorted geometry.

XYZ file:
```
120
H80O40 wB97M-V/def2-TZVPD
H 1.219 4.634 -0.379
H 2.196 5.269 0.441
O 2.171 4.497 -0.075
H -4.386 -2.641 -1.961
H -5.572 -2.331 -0.806
O -5.162 -2.989 -1.360
H 1.413 -2.380 1.063
H 0.127 -1.595 0.438
O 1.087 -1.549 0.542
H -1.256 -2.844 5.498
H -2.155 -3.647 4.546
O -1.942 -2.885 4.844
H -0.027 0.145 6.742
H 0.157 -0.301 5.478
O 0.140 -0.657 6.374
H 0.435 3.014 1.276
O 0.402 2.192 0.902
H 5.726 3.428 0.150
O 4.913 3.382 -0.326
H -1.682 0.013 3.128
H -1.452 1.533 3.163
O -1.019 0.596 3.457
H -3.196 -0.268 -1.015
H -3.814 -0.397 -2.299
O -3.753 -0.933 -1.529
H -0.085 -1.631 2.661
H -0.893 -2.842 3.461
O -0.709 -2.263 2.771
H -1.057 3.858 -2.914
H -2.244 3.318 -3.927
O -2.101 3.689 -3.137
H 6.407 0.216 1.713
O 6.317 -0.225 0.843
H 3.593 2.313 -5.108
H 3.219 0.881 -4.609
O 3.080 1.811 -4.586
H -2.434 -2.455 -3.164
H -2.851 -1.550 -4.481
O -3.065 -2.127 -3.806
H -3.754 2.220 1.715
H -4.945 2.493 2.713
O -4.146 1.991 2.599
H 1.586 -2.462 -3.714
H 2.681 -3.010 -2.717
O 2.448 -2.821 -3.635
H 6.338 -1.133 -1.451
H 5.309 -1.455 -0.359
O 5.354 -1.209 -1.341
H 2.407 4.433 3.490
H 3.099 5.118 2.322
O 2.871 4.282 2.659
H 0.151 2.016 4.935
O -0.546 2.491 5.509
H -3.060 3.212 -1.103
H -4.230 3.796 -0.250
O -3.242 3.692 -0.197
H -5.010 0.117 -0.540
O -5.527 -0.026 0.229
H -1.754 -4.733 -4.108
H -0.106 -4.093 -4.202
O -0.951 -4.240 -3.676
H 2.202 0.597 2.452
H 0.762 0.730 3.109
O 1.729 0.511 3.218
H -2.671 0.713 -5.093
H -2.519 1.532 -3.761
O -2.030 1.015 -4.490
H -1.834 4.174 2.532
H -1.931 3.190 1.723
O -1.213 3.637 2.149
H 2.052 -0.757 -0.364
H 2.243 -0.165 -1.825
O 2.543 -0.030 -0.897
H 1.831 2.747 -3.146
H 0.839 1.896 -1.965
O 0.846 2.607 -2.731
H 1.480 -5.091 0.461
H 2.152 -4.739 1.655
O 1.384 -4.692 1.266
H 2.633 2.144 1.178
H 3.031 0.996 0.331
O 3.157 1.427 1.149
H -3.115 -3.284 1.277
H -2.888 -4.309 2.338
O -3.686 -4.074 1.667
H -0.713 0.096 -1.895
H -0.702 0.883 -3.249
O -0.174 0.161 -2.810
H 4.119 -3.663 -2.456
O 3.809 -4.465 -1.890
H -2.163 -4.944 -1.328
H -1.527 -6.054 -0.563
O -2.061 -5.195 -0.409
H -0.986 1.838 5.736
H 0.921 2.273 0.036
H -5.284 0.260 1.056
H 4.097 2.828 0.030
H 5.682 0.361 0.395
H 4.082 -4.384 -0.994
O -3.133 -1.374 1.626
H -3.967 -1.149 0.964
H -3.649 -1.728 2.289
O -0.716 -0.730 -5.519
H -0.730 0.236 -5.486
H -0.098 -0.851 -4.896
O 3.019 -2.007 2.272
H 3.866 -2.197 1.837
H 3.127 -1.083 2.739
O -3.002 1.335 -1.883
H -2.170 1.403 -1.333
H -3.054 2.012 -2.481
O -1.031 0.764 -0.418
H -0.879 1.505 0.373
H -1.046 -0.064 0.023
O 0.847 4.942 -4.117
H 1.068 4.100 -3.592
H 1.190 4.759 -5.023
O 2.326 -2.828 5.476
H 3.232 -2.748 5.068
H 1.988 -2.023 5.296
```

The value obtained for the HOMO energy is -9.639 eV. As for the energy above the lowest of the compared OMol25 structures with the same formula, charge and spin: 1618.2 kJ/mol. Its LUMO energy is -0.550 eV. The total energy is -83189.04370 eV. The total charge is 0. The calculation puts the orbital gap at 0.334 Ha.

***

Entry 2:
The following is a DFT calculation (wB97M-V/def2-TZVPD) of a cluster of 2 separate species, C9H14 in total at a distorted geometry.

XYZ file:
```
23
C9H14 wB97M-V/def2-TZVPD
C 1.396 -2.764 0.538
C 0.071 0.112 -1.584
C 0.902 -0.804 -0.948
C -1.285 0.002 -1.322
C 0.432 -1.858 -0.183
C -1.782 -1.099 -0.634
C -0.958 -1.958 0.065
H 0.604 0.875 -2.134
H 1.990 -0.746 -0.958
H -1.965 0.599 -1.917
H -2.831 -1.353 -0.513
H 1.059 -2.929 1.562
H 2.391 -2.352 0.777
H -1.233 -2.799 0.687
H 1.554 -3.726 0.055
C 0.693 2.481 0.538
C -0.753 2.717 1.036
H 0.709 2.600 -0.545
H 1.373 3.242 0.945
H 0.991 1.553 1.037
H -1.360 1.836 0.795
H -0.815 2.765 2.124
H -1.183 3.607 0.580
```

The value obtained for the HOMO energy is -9.057 eV. As for the energy above the lowest of the compared OMol25 structures with the same formula, charge and spin: 74.0 kJ/mol. Its SMILES is Cc1ccccc1.CC. Its LUMO energy is 1.028 eV. The total energy is -9559.41495 eV. The total charge is 0. The calculation puts the orbital gap at 0.371 Ha.

***

Entry 3:
The following is a DFT calculation (wB97M-V/def2-TZVPD) of a structure of composition C36H40BCrNP2 at a distorted geometry.

XYZ file:
```
81
C36H40BCrNP2 wB97M-V/def2-TZVPD
Cr -0.118 -0.020 -0.674
C 1.546 -0.945 -6.164
C 2.573 -0.210 -5.723
C 3.044 1.087 -6.318
C 1.998 2.096 -6.859
C 0.632 2.125 -6.251
C -0.372 1.313 -6.594
C -0.304 0.189 -7.571
C 0.953 -0.701 -7.521
C -1.658 0.942 0.447
H 1.161 -1.808 -5.598
H 3.208 -0.598 -4.923
H 3.740 0.904 -7.154
H 3.653 1.589 -5.548
H 2.434 3.105 -6.721
H 1.879 1.926 -7.941
H 0.466 2.993 -5.612
H -1.398 1.545 -6.320
H -0.391 0.577 -8.605
H -1.205 -0.421 -7.397
H 0.711 -1.656 -8.016
H 1.730 -0.201 -8.119
H -2.113 0.121 1.046
H -2.467 1.584 0.054
H -1.067 1.569 1.147
P 1.823 -0.499 -1.814
P -0.821 1.678 -2.042
C 1.648 0.772 -3.044
C 0.559 1.584 -3.143
C 3.487 -0.377 -1.153
C 4.573 0.049 -1.934
C 5.851 0.098 -1.363
C 6.034 -0.202 -0.006
C 4.933 -0.577 0.777
C 3.664 -0.645 0.214
C 1.521 -2.169 -2.481
C 0.205 -2.545 -2.798
C -0.055 -3.868 -3.166
C 0.978 -4.811 -3.219
C 2.290 -4.419 -2.933
C 2.563 -3.104 -2.551
C -0.915 3.403 -1.561
C 0.105 3.919 -0.748
C -0.054 5.181 -0.177
C -1.193 5.946 -0.445
C -2.161 5.448 -1.317
C -2.024 4.188 -1.899
C -2.364 1.176 -2.841
C -3.291 0.402 -2.126
C -4.462 -0.024 -2.730
C -4.662 0.180 -4.097
C -3.738 0.953 -4.810
C -2.621 1.506 -4.172
H 2.462 0.873 -3.763
H 0.508 2.335 -3.918
H 4.422 0.324 -2.982
H 6.703 0.355 -1.990
H 7.031 -0.168 0.434
H 5.062 -0.842 1.828
H 2.777 -0.915 0.805
H -0.604 -1.800 -2.722
H -1.072 -4.172 -3.402
H 0.766 -5.858 -3.471
H 3.110 -5.132 -2.985
H 3.574 -2.783 -2.286
H 0.998 3.321 -0.552
H 0.707 5.564 0.494
H -1.331 6.925 0.020
H -3.055 6.024 -1.545
H -2.765 3.787 -2.589
H -3.102 0.155 -1.086
H -5.216 -0.514 -2.118
H -5.551 -0.234 -4.580
H -3.903 1.143 -5.866
H -1.942 2.194 -4.678
B 0.086 -1.148 3.698
C 0.286 -0.958 2.209
N 0.470 -0.796 1.057
H -0.136 -0.068 4.224
H 1.137 -1.603 4.104
H -0.832 -1.922 3.918
```

The value obtained for the HOMO energy (spin up / spin down) is -7.677 / -7.622 eV. As for the energy above the lowest of the compared OMol25 structures with the same formula, charge and spin: 0.0 kJ/mol. Its LUMO energy (spin up / spin down) is -0.147 / -0.133 eV. The total energy is -87141.98440 eV. As for the spin multiplicity: 5. Its expectation value of S² is 6.053. The total charge is 0. The calculation puts the orbital gap (spin up / spin down) at 0.277 / 0.275 Ha.

***

Entry 4:
The following is a DFT calculation (wB97M-V/def2-TZVPD) of a cluster of 7 separate species, C42H57BI2N10O3P in total at a distorted geometry.

XYZ file:
```
116
C42H57BI2N10O3P wB97M-V/def2-TZVPD
C 1.207 4.640 5.894
C 1.999 3.428 6.407
I 0.906 2.175 7.762
C 2.638 2.560 5.314
I 4.634 3.287 4.964
N 2.021 2.589 3.979
C 1.145 1.748 3.489
N 0.610 0.689 4.221
C -0.882 0.885 4.328
B -1.513 2.295 4.728
O -2.296 2.330 5.840
O -1.446 3.430 3.920
C 0.851 -0.409 3.239
C 0.904 0.226 1.792
C -0.311 -0.189 0.961
C 2.272 -0.089 1.140
C 2.241 -1.150 0.023
C 2.092 -0.572 -1.398
C 3.465 -0.384 -2.046
O 3.982 -1.685 -2.308
N 0.814 1.695 2.166
P 0.690 2.987 1.048
N 1.666 3.105 -0.148
H 1.605 5.559 6.337
H 0.149 4.590 6.176
H 1.295 4.766 4.811
H 2.812 3.793 7.032
H 2.737 1.512 5.595
H 2.430 3.242 3.325
H -1.236 0.146 5.049
H -1.318 0.621 3.355
H -2.508 3.218 6.121
H -0.607 3.880 3.869
H 1.799 -0.883 3.493
H 0.078 -1.175 3.334
H -0.180 0.029 -0.100
H -1.215 0.305 1.331
H -0.474 -1.264 1.069
H 2.730 0.811 0.726
H 2.959 -0.430 1.923
H 1.494 -1.919 0.234
H 3.204 -1.672 0.050
H 1.572 0.391 -1.391
H 1.540 -1.285 -2.018
H 4.134 0.167 -1.367
H 3.368 0.184 -2.977
H 4.902 -1.617 -2.535
H -0.658 2.954 0.690
H 0.750 4.075 1.947
H 2.379 2.397 -0.204
N -3.504 -0.273 2.893
C -3.921 -1.533 2.766
C -5.145 -1.982 3.236
C -5.983 -1.079 3.872
C -5.564 0.235 4.009
C -4.321 0.582 3.503
H -3.244 -2.211 2.259
H -5.433 -3.015 3.102
H -6.946 -1.392 4.250
H -6.183 0.976 4.494
H -3.967 1.606 3.580
N -1.193 4.351 -1.519
C -0.517 5.485 -1.342
C -1.111 6.739 -1.352
C -2.479 6.820 -1.561
C -3.193 5.648 -1.752
C -2.506 4.444 -1.721
H 0.553 5.373 -1.195
H -0.512 7.627 -1.207
H -2.978 7.780 -1.580
H -4.260 5.664 -1.925
H -3.032 3.507 -1.869
N -1.505 -2.883 -1.722
C -1.322 -4.141 -2.116
C -1.256 -4.521 -3.449
C -1.394 -3.545 -4.423
C -1.593 -2.232 -4.026
C -1.639 -1.958 -2.669
H -1.221 -4.879 -1.327
H -1.101 -5.557 -3.714
H -1.348 -3.801 -5.474
H -1.711 -1.439 -4.752
H -1.798 -0.945 -2.312
N 1.785 7.489 7.282
C 2.282 8.705 7.064
C 1.846 9.841 7.727
C 0.838 9.712 8.668
C 0.310 8.453 8.907
C 0.817 7.381 8.192
H 3.069 8.770 6.321
H 2.290 10.803 7.509
H 0.471 10.576 9.206
H -0.476 8.303 9.634
H 0.430 6.380 8.361
N -0.032 -3.970 -8.299
C 1.162 -3.726 -8.835
C 2.053 -4.721 -9.209
C 1.687 -6.043 -9.015
C 0.448 -6.316 -8.457
C -0.367 -5.246 -8.121
H 1.415 -2.681 -8.974
H 3.009 -4.460 -9.643
H 2.354 -6.849 -9.293
H 0.118 -7.334 -8.291
H -1.347 -5.419 -7.688
N -0.197 -9.983 -8.690
C -0.061 -10.927 -7.762
C 0.555 -12.148 -7.995
C 1.056 -12.403 -9.261
C 0.921 -11.430 -10.237
C 0.290 -10.241 -9.901
H -0.468 -10.694 -6.784
H 0.637 -12.878 -7.201
H 1.543 -13.344 -9.483
H 1.294 -11.585 -11.240
H 0.165 -9.457 -10.640
```

The value obtained for the HOMO energy is -10.683 eV. Its LUMO energy is -2.857 eV. The total energy is -91683.01394 eV. The total charge is +1. The calculation puts the orbital gap at 0.288 Ha.

***

> total charge of number 3 (C36H40BCrNP2)?

0